P:
55
Properties=species:S:1:pos:R:3:lowdin_charge:R:1 method="wB97M-V/def2-TZVPD" e_homo_ha=-0.339 smiles="CCOC(=O)CN1C[C@]23C=C[C@H](O2)[C@@H](C(=O)NC2CCCCCC2)[C@@H]3C1=O" multiplicity=1
C 2.902 0.342 7.756 -0.060
C 3.870 -0.616 7.078 -0.213
H 3.488 -1.640 7.127 0.121
H 4.862 -0.564 7.532 0.123
O 4.075 -0.264 5.705 -0.001
C 3.171 -0.692 4.826 -0.465
O 2.228 -1.387 5.093 0.124
C 3.521 -0.200 3.428 -0.026
N 2.581 -0.651 2.446 -0.031
C 1.746 0.196 1.795 -0.393
O 1.757 1.401 1.906 0.088
C 0.831 -0.648 0.929 -0.062
H -0.146 -0.754 1.407 0.171
C 0.682 -0.265 -0.542 -0.090
C -0.766 -0.114 -0.982 -0.449
O -1.694 -0.612 -0.380 0.079
N -0.910 0.579 -2.129 0.103
H -0.102 0.992 -2.566 0.150
C -2.195 0.812 -2.764 -0.316
C -2.211 0.154 -4.149 -0.142
C -3.628 -0.001 -4.703 -0.198
C -4.129 1.193 -5.521 -0.208
C -3.736 2.572 -4.982 -0.210
C -3.790 2.706 -3.459 -0.192
H -3.989 3.751 -3.210 0.108
C -2.478 2.315 -2.781 -0.151
H -2.493 2.660 -1.744 0.120
H -1.653 2.827 -3.286 0.117
H -4.611 2.113 -3.056 0.117
H -4.408 3.306 -5.432 0.105
H -2.728 2.823 -5.317 0.104
H -3.752 1.113 -6.543 0.107
H -5.218 1.128 -5.574 0.107
H -4.306 -0.187 -3.869 0.109
H -3.668 -0.883 -5.346 0.107
H -1.766 -0.838 -4.038 0.113
H -1.590 0.721 -4.844 0.119
H -2.927 0.309 -2.123 0.147
H 1.263 0.629 -0.778 0.157
C 1.361 -1.522 -1.206 -0.227
C 0.451 -2.705 -0.941 0.005
C 0.635 -3.017 0.336 0.041
H 0.152 -3.753 0.945 0.119
C 1.618 -1.991 0.837 -0.371
C 2.432 -2.054 2.110 -0.024
H 3.410 -2.509 1.933 0.144
H 1.906 -2.596 2.903 0.133
O 2.429 -1.762 -0.316 0.001
H -0.218 -3.129 -1.662 0.115
H 1.711 -1.375 -2.225 0.156
H 3.495 0.895 3.423 0.142
H 4.539 -0.527 3.184 0.146
H 1.922 0.270 7.292 0.077
H 3.261 1.365 7.668 0.079
H 2.813 0.086 8.808 0.078

Q:
55
Properties=species:S:1:pos:R:3:lowdin_charge:R:1 method="wB97M-V/def2-TZVPD" e_homo_ha=-0.276 multiplicity=1
C -8.348 -1.929 1.419 -0.031
C -7.096 -1.046 0.880 -0.180
C -6.690 -1.232 -0.590 -0.303
C -5.631 -0.486 -1.044 -0.284
H -5.446 -0.774 -2.234 0.200
H -5.952 0.521 -0.800 0.132
O -4.613 -0.940 -0.096 -0.062
C -3.389 -0.272 -0.789 -0.285
O -3.295 0.487 -1.686 0.167
C -2.186 -0.840 0.203 0.016
N -1.048 0.044 -0.103 0.009
C -0.084 -0.698 -0.909 -0.097
O 0.073 -2.146 -1.237 -0.187
N 1.010 0.241 -1.026 0.014
C 0.591 1.351 -0.660 -0.175
C 1.150 2.568 -0.387 -0.074
C 0.590 3.497 0.147 -0.212
C -0.741 3.407 0.739 -0.087
C -1.228 2.332 0.581 -0.165
C -0.696 1.225 0.160 -0.185
H -2.355 2.089 0.994 0.190
H -1.323 4.393 1.277 0.199
C 1.176 5.137 0.175 0.012
H 2.203 5.000 0.287 0.012
H 0.873 5.761 -1.002 0.177
H 0.954 5.599 0.992 -0.043
H 2.209 2.557 -0.949 0.184
C 2.291 -0.012 -1.676 0.024
C 3.280 -0.225 -0.480 -0.391
O 3.217 -0.074 0.656 0.195
O 4.554 -0.274 -1.221 -0.043
C 5.651 -0.511 -0.436 -0.244
C 5.859 -1.861 0.262 -0.205
C 6.988 -2.167 1.178 -0.264
C 8.330 -1.942 0.519 -0.069
H 9.207 -1.881 1.256 0.110
H 8.522 -0.857 -0.029 0.149
H 8.452 -2.547 -0.053 -0.099
H 6.895 -1.259 2.016 0.163
H 6.848 -2.902 1.751 0.022
H 6.022 -2.674 -0.432 0.104
H 4.769 -2.081 1.010 0.200
H 5.474 0.186 0.542 0.173
H 6.482 -0.350 -0.910 0.052
H 2.414 0.588 -2.513 0.111
H 2.323 -1.245 -2.079 0.227
H -2.010 -1.976 0.076 0.154
H -2.350 -0.785 1.303 0.136
H -7.668 -1.045 -1.330 0.182
H -6.692 -2.305 -0.610 0.105
H -6.358 -1.151 1.480 0.021
H -7.520 0.054 0.923 0.146
H -8.484 -1.648 2.264 -0.053
H -8.049 -3.060 1.369 0.121
H -9.156 -1.839 0.822 0.029

Which of them is least stable? Easy: Q.

P:
35
Properties=species:S:1:pos:R:3:lowdin_charge:R:1 method="wB97M-V/def2-TZVPD" e_homo_ha=-0.341 smiles=CCCNC[C@@H](C)O.O.O.O.O multiplicity=1
C -0.451 -0.788 -0.887 -0.226
N -0.477 0.522 -0.240 -0.069
C 0.660 1.448 -0.458 -0.150
C 1.805 1.169 0.479 -0.397
C 3.221 1.319 -0.067 -0.046
O 1.685 2.040 1.657 -0.072
C -0.538 -1.915 0.132 -0.261
C -1.934 -2.224 0.651 -0.094
H -1.277 -0.869 -1.598 0.100
H 0.452 -0.903 -1.498 0.114
H -1.277 1.072 -0.521 0.073
H 1.003 1.346 -1.498 0.123
H 0.275 2.458 -0.332 0.131
H 1.789 0.230 1.033 0.128
H 3.523 0.489 -0.704 0.068
H 3.303 2.261 -0.608 0.084
H 3.878 1.253 0.802 0.084
H 1.765 2.947 1.371 0.077
H 0.145 -1.688 0.961 0.092
H 0.012 -2.799 -0.223 0.100
H -2.727 -2.285 -0.099 0.071
H -1.903 -3.222 1.089 0.076
H -2.203 -1.406 1.324 0.062
H -0.029 1.068 2.947 0.025
H -0.727 0.340 1.804 -0.023
O -0.801 0.494 2.765 -0.096
H -2.638 0.973 -2.145 0.001
H -1.408 0.483 -2.918 0.000
O -2.055 1.176 -2.897 -0.054
H 2.159 -2.371 0.392 0.033
H 3.466 -2.045 -0.176 0.052
O 2.552 -2.205 -0.482 -0.064
H -3.669 1.305 0.197 0.065
H -3.801 -0.230 0.154 0.032
O -3.779 0.555 -0.406 -0.041

Q:
35
Properties=species:S:1:pos:R:3:lowdin_charge:R:1 method="wB97M-V/def2-TZVPD" e_homo_ha=-0.295 smiles="CCCC/C=C/N.O.O.O.O.O" multiplicity=1
C -0.890 0.167 -2.745 -0.094
C -1.924 -0.874 -2.136 -0.256
C -1.646 -1.417 -0.715 -0.212
C -0.757 -0.716 0.354 -0.218
N -1.823 2.376 2.163 0.063
C -1.202 1.256 1.705 -0.282
C -1.179 0.750 0.505 -0.153
H -1.199 0.439 -3.732 0.049
H -1.163 1.200 -2.276 0.082
H 0.071 -0.332 -2.568 0.071
H -2.767 -0.185 -2.234 0.095
H -1.962 -1.783 -2.700 0.081
H -1.255 -2.447 -1.029 0.112
H -2.626 -1.593 -0.106 0.134
H -0.600 -1.320 1.244 0.090
H 0.363 -0.704 0.010 0.091
H -1.259 2.623 3.036 0.125
H -2.089 3.084 1.535 0.073
H -0.878 0.446 2.455 0.133
H -1.427 1.203 -0.427 0.066
H 1.255 -0.521 2.898 0.157
H 1.947 -1.670 1.938 -0.012
O 2.097 -0.754 2.240 -0.127
H 2.646 -1.421 -1.175 0.084
H 2.585 -0.404 0.016 -0.037
O 3.151 -1.035 -0.419 -0.058
H 1.879 -3.802 0.714 0.020
H 2.625 -2.459 0.452 0.070
O 1.765 -2.896 0.815 -0.071
H 1.712 0.392 0.954 -0.010
H 2.504 1.700 1.136 0.086
O 1.963 1.227 0.461 -0.096
H 0.222 3.428 -1.504 -0.023
H 0.012 2.610 -0.180 0.003
O -0.150 3.434 -0.684 -0.034

Which of them is least stable? Easy: Q.

P:
8
Properties=species:S:1:pos:R:3:lowdin_charge:R:1 method="wB97M-V/def2-TZVPD" e_homo_ha="-0.402 / -0.276" multiplicity=1
N 0.437 0.420 0.535 -0.301
N 1.393 -2.506 -0.318 -0.172
O 0.191 -2.314 -0.180 0.014
O 1.959 -3.519 -0.236 0.136
O 1.797 2.195 -0.865 -0.560
S 1.718 0.828 -0.366 0.808
H -0.349 0.811 1.008 0.057
H 0.187 -0.610 0.550 0.018

Q:
8
Properties=species:S:1:pos:R:3:lowdin_charge:R:1 method="wB97M-V/def2-TZVPD" e_homo_ha=-0.408 multiplicity=1
N -0.535 -0.541 0.520 0.023
N 0.138 -1.071 -0.530 -0.162
O 0.407 1.481 -0.874 -0.472
O 0.266 1.994 1.517 -0.428
O 0.585 -2.159 -1.116 -0.008
S -0.433 1.671 0.307 0.844
H -0.845 -1.193 1.237 0.100
H 0.416 -0.182 -1.062 0.103

Which of them is least stable? Easy: P.

P:
8
Properties=species:S:1:pos:R:3:lowdin_charge:R:1 method="wB97M-V/def2-TZVPD" e_homo_ha="-0.342 / -0.342" multiplicity=1
N -0.160 0.052 -0.072 -0.197
N -1.707 -1.531 -2.207 0.220
O -2.488 0.151 -0.953 -0.524
O -2.614 -1.878 -2.808 0.194
O -1.656 -1.964 -0.090 -0.534
S -1.789 -0.501 0.274 0.775
H 0.413 0.329 0.697 0.012
H 0.348 -0.642 -0.679 0.053

Q:
8
Properties=species:S:1:pos:R:3:lowdin_charge:R:1 method="wB97M-V/def2-TZVPD" e_homo_ha="-0.353 / -0.377" multiplicity=1
N 0.060 0.403 0.244 -0.319
N 2.566 -0.366 1.330 -0.566
O 2.753 0.780 0.933 0.029
O 3.268 -1.108 1.974 0.091
O 1.466 -0.901 1.005 -0.015
S -0.467 -0.293 -1.033 0.922
H 0.468 1.283 0.210 0.006
H -1.335 -1.044 -0.528 -0.148

Which of them is least stable? Easy: Q.